(1)
62
Properties=species:S:1:pos:R:3:forces:R:3 method="wB97M-V/def2-TZVPD" e_tot_ev=-166534.3062 total_charge=0 de_lowest_kj_mol=240.03 e_homo_ev="-7.28 / -7.34" multiplicity=3
V 1.025 -0.260 0.067 0.301 0.371 0.307
C 0.289 -1.377 -2.584 0.109 -0.226 0.190
C 1.237 -0.250 -2.980 0.036 0.192 0.076
N 1.430 0.760 -1.888 0.019 -0.167 0.090
C 1.096 2.158 -2.301 0.044 -0.118 0.017
C 0.229 2.925 -1.323 -0.086 0.073 0.093
C 2.819 0.715 -1.340 0.026 -0.006 0.024
C 2.983 1.558 -0.053 -0.129 -0.055 -0.181
N 1.850 1.285 0.825 0.181 0.285 0.025
C 1.619 2.096 1.916 -0.039 -0.140 -0.143
C 0.296 2.293 2.337 0.170 0.145 0.124
F -0.697 1.703 1.656 -0.050 -0.050 -0.029
C -0.008 3.098 3.414 -0.111 -0.021 0.018
F -1.293 3.252 3.759 0.013 -0.003 -0.014
C 0.975 3.755 4.127 0.017 -0.001 -0.019
C 2.279 3.574 3.720 0.090 -0.002 0.008
F 3.274 4.176 4.386 -0.015 0.006 -0.002
C 2.605 2.762 2.649 -0.153 -0.023 0.010
F 3.903 2.588 2.343 0.017 0.028 0.004
H 0.501 -2.222 -3.244 -0.078 0.061 -0.093
H -1.613 -1.673 -3.464 -0.018 0.003 0.015
H 0.606 -1.768 -1.612 -0.040 -0.076 0.031
H 0.884 0.259 -3.876 0.024 -0.019 -0.022
H 2.210 -0.680 -3.228 -0.010 -0.034 -0.021
H 0.587 2.106 -3.262 0.005 0.001 -0.001
H 2.035 2.686 -2.496 -0.027 0.047 0.048
H -0.100 3.855 -1.790 -0.004 -0.003 -0.012
H 0.746 3.176 -0.400 0.042 -0.002 -0.039
H -0.657 2.347 -1.053 -0.003 0.005 -0.040
H 3.549 1.028 -2.091 -0.012 0.031 0.015
H 3.054 -0.340 -1.123 -0.002 0.014 0.027
H 3.030 2.623 -0.307 0.011 -0.006 -0.039
H 3.946 1.281 0.381 0.017 0.015 -0.001
H 0.731 4.382 4.972 0.002 0.001 0.002
Cl 3.087 -3.990 2.538 0.055 0.017 -0.012
C 1.412 -3.624 2.308 -0.039 -0.036 0.024
C 0.442 -4.417 2.922 0.232 -0.015 -0.005
C -0.887 -4.115 2.741 -0.347 0.049 -0.022
Cl -2.080 -5.109 3.541 0.039 0.012 -0.010
C -1.311 -3.044 1.949 0.229 -0.152 0.084
C -2.682 -2.576 1.797 -0.004 0.034 -0.052
C -2.964 -1.616 0.920 -0.081 -0.050 0.046
C -1.922 -1.058 -0.019 0.027 0.114 -0.066
N -0.577 -1.188 0.521 -0.290 -0.224 0.045
C -0.314 -2.292 1.330 -0.450 0.208 -0.243
C 1.044 -2.556 1.511 0.172 -0.026 -0.037
O 1.885 -1.713 0.884 0.065 -0.244 -0.110
H 0.735 -5.257 3.533 0.019 0.005 0.000
H -3.451 -2.983 2.439 0.018 -0.018 0.018
H -3.972 -1.228 0.846 0.016 0.037 -0.019
H -2.136 0.008 -0.156 0.036 0.001 -0.031
Br -5.769 -0.287 -2.872 -0.045 -0.028 0.004
C -3.945 -0.543 -2.437 0.114 0.026 0.006
C -3.512 -1.646 -1.831 -0.098 0.018 -0.025
C -2.055 -1.733 -1.423 -0.030 -0.021 0.034
C -1.241 -1.120 -2.587 0.014 -0.041 -0.119
C -1.721 0.285 -2.831 -0.089 0.044 0.000
C -3.029 0.541 -2.787 0.028 0.007 -0.003
H -4.205 -2.423 -1.537 0.029 -0.018 0.011
H -1.772 -2.783 -1.309 0.004 0.003 0.014
H -1.048 1.079 -3.114 0.038 -0.026 -0.008
H -3.429 1.520 -3.013 -0.011 -0.004 0.003

=====

(2)
63
Properties=species:S:1:pos:R:3:forces:R:3 method="wB97M-V/def2-TZVPD" e_tot_ev=-107407.7511 total_charge=0 de_lowest_kj_mol=69.99 e_homo_ev=-8.16
Hf -0.232 1.004 0.952 0.271 0.568 -1.481
Cl 4.975 -1.231 6.062 0.129 0.310 -0.013
C 3.933 -0.437 4.941 -1.686 -0.259 -1.411
C 2.567 -0.683 4.990 -0.640 0.604 -0.099
C 1.687 -0.120 3.983 1.615 -1.126 1.384
Cl -0.031 -0.297 4.076 0.091 -0.089 0.067
C 2.246 0.505 2.890 -0.573 0.374 -0.703
O 1.507 0.871 1.834 0.231 -0.256 0.709
C 3.623 0.813 2.902 -2.262 0.412 -1.288
Cl 4.048 1.930 1.651 0.837 -0.151 0.205
C 4.409 0.328 3.860 0.741 -0.451 1.928
H 2.204 -1.265 5.844 -0.251 0.265 -0.535
H 5.390 0.653 3.907 2.031 0.364 -0.132
F 1.242 -4.298 1.901 1.775 -0.332 0.874
C 0.405 -3.455 1.339 -1.280 -1.595 -0.661
C 0.587 -2.101 1.345 0.670 1.603 0.315
C -0.390 -1.233 0.828 -0.176 -1.858 0.432
C -1.573 -1.870 0.365 0.247 2.091 -0.834
C -1.675 -3.231 0.329 -0.015 -2.121 0.631
F -2.857 -3.790 -0.047 0.301 -0.022 -0.215
C -0.687 -4.126 0.790 -1.408 2.460 -0.346
C -2.608 -0.934 -0.166 -1.032 1.001 1.314
C -3.871 -1.290 -0.720 1.386 0.704 -0.174
C -4.721 -0.263 -1.060 0.729 0.172 0.591
C -4.393 1.055 -0.803 -2.236 1.328 -0.465
C -3.244 1.379 -0.162 1.437 -0.623 0.617
N -2.358 0.406 0.152 -0.136 -1.401 -0.680
H 1.475 -1.638 1.831 -0.540 -0.838 -0.467
H -0.891 -5.191 0.828 0.349 0.192 0.046
H -4.150 -2.298 -0.965 0.178 -0.204 0.229
H -5.683 -0.471 -1.435 -0.906 -0.313 -0.595
H -5.170 1.826 -1.024 0.964 -0.579 0.180
H -2.953 2.378 0.183 -0.341 -0.321 -0.361
S -1.215 2.570 2.609 -0.453 0.000 0.180
C -1.284 4.100 1.737 0.708 -0.467 0.137
C -1.946 5.093 2.548 -0.052 0.349 -0.128
N -2.527 5.792 3.260 0.334 -0.289 -0.438
C -0.663 4.333 0.544 -1.086 -0.685 0.919
S -0.045 3.144 -0.610 -0.022 -0.559 0.975
C -0.721 5.645 0.060 0.171 2.574 -2.022
N -0.724 6.657 -0.517 -0.042 -1.280 1.080
C -1.492 1.544 -3.721 -0.752 0.262 -2.210
C -0.005 1.177 -3.721 0.169 0.904 1.606
Sb 0.574 -0.106 -2.074 -1.378 1.062 1.106
C 2.575 -0.360 -2.590 -0.050 -0.289 0.410
C 3.556 0.050 -1.508 -2.249 1.238 0.406
C -0.436 -1.882 -2.689 0.593 -1.267 -0.229
C 0.302 -3.260 -2.424 -0.215 0.775 0.289
H -1.750 2.193 -4.651 0.380 -1.141 1.478
H -1.916 2.061 -2.881 0.650 0.655 0.706
H -2.153 0.666 -3.738 0.331 -0.150 -0.488
H 0.650 2.075 -3.602 -0.556 -0.564 -0.181
H 0.334 0.629 -4.575 -0.097 -0.194 -0.824
H 2.608 0.305 -3.442 0.569 -0.286 -0.553
H 2.621 -1.419 -2.822 0.457 -0.027 -0.525
H 3.419 1.115 -1.277 0.290 -0.071 -0.216
H 4.527 -0.139 -1.791 2.324 -0.280 -0.658
H 3.381 -0.415 -0.561 -0.206 -0.676 0.553
H -0.591 -1.803 -3.789 -0.232 0.040 0.785
H -1.381 -1.862 -2.135 0.111 -0.010 -0.528
H 1.098 -3.371 -3.162 -0.318 -0.364 -0.188
H -0.426 -4.090 -2.418 0.391 0.301 -0.500
H 0.819 -3.367 -1.461 -0.270 0.531 -0.005

=====

(3)
60
Properties=species:S:1:pos:R:3:forces:R:3 method="wB97M-V/def2-TZVPD" e_tot_ev=-118611.8356 total_charge=0 de_lowest_kj_mol=93.35 e_homo_ev="-7.02 / -7.07" multiplicity=2
Fe 0.560 -1.016 -0.191 0.000 0.216 0.370
C -5.582 0.857 -1.023 -0.058 0.014 -0.011
C -4.182 0.780 -0.483 0.045 -0.009 0.008
C -3.930 0.318 0.808 -0.056 0.000 -0.028
C -2.641 0.181 1.288 0.052 -0.017 0.040
C -1.541 0.523 0.501 -0.028 0.092 -0.245
N -0.211 0.330 0.898 -0.294 -0.011 0.459
C 0.216 0.909 2.067 0.294 0.186 -0.154
C -0.434 2.033 2.616 0.017 -0.073 -0.037
C 0.072 2.720 3.698 -0.010 0.044 0.037
C 1.277 2.366 4.299 0.016 -0.017 -0.032
C 1.865 3.171 5.424 0.016 0.018 0.062
C 1.931 1.263 3.779 -0.093 0.017 -0.022
C 1.404 0.532 2.721 -0.070 -0.178 -0.062
N 2.092 -0.667 2.358 0.042 0.357 -0.190
C 2.811 -1.442 3.182 0.057 -0.008 0.025
C 3.329 -2.484 2.445 0.016 0.069 0.097
C 2.853 -2.267 1.159 0.007 0.065 -0.111
N 2.108 -1.156 1.103 -0.136 -0.244 0.263
C -1.805 1.022 -0.777 0.084 0.069 0.042
C -3.095 1.129 -1.273 0.009 -0.025 0.069
N -0.717 1.468 -1.577 -0.014 -0.223 -0.026
C -0.708 2.522 -2.420 -0.006 0.023 0.024
C 0.518 2.545 -3.036 -0.052 0.023 0.007
C 1.201 1.444 -2.500 -0.044 0.053 0.105
N 0.451 0.797 -1.617 0.152 0.047 -0.220
H -6.311 0.906 -0.215 0.001 0.001 0.002
H -5.817 -0.022 -1.627 0.017 -0.007 0.002
H -5.718 1.735 -1.655 0.008 -0.001 -0.004
H -4.762 0.038 1.443 -0.012 0.007 -0.002
H -2.465 -0.198 2.287 0.025 -0.011 -0.023
H -1.352 2.375 2.159 -0.005 -0.014 -0.009
H -0.476 3.579 4.070 -0.001 0.001 0.012
H 1.084 3.686 5.984 -0.003 0.002 -0.004
H 2.559 3.930 5.056 -0.004 -0.002 -0.015
H 2.412 2.539 6.125 0.006 -0.009 -0.010
H 2.882 0.959 4.198 0.007 0.016 0.023
H 2.878 -1.210 4.229 0.015 -0.032 0.010
H 3.944 -3.292 2.796 0.009 -0.009 -0.008
H 2.997 -2.864 0.275 -0.049 -0.005 0.023
H -3.246 1.473 -2.289 -0.016 -0.004 -0.009
H -1.560 3.175 -2.488 0.006 0.015 -0.021
H 0.875 3.259 -3.756 0.007 0.000 -0.009
H 2.201 1.110 -2.709 0.021 -0.017 -0.002
Cl 2.579 -1.335 -1.843 0.096 -0.262 -0.184
C 1.794 -1.930 -3.296 0.096 0.170 0.157
C 2.572 -2.007 -4.436 -0.073 -0.017 -0.030
C 1.995 -2.476 -5.605 0.015 0.018 0.029
C 0.662 -2.853 -5.600 0.026 -0.001 -0.005
C -0.084 -2.761 -4.439 -0.073 0.019 0.010
Cl -1.746 -3.255 -4.512 0.013 0.013 0.014
C 0.448 -2.290 -3.226 -0.048 0.083 -0.138
S -0.511 -2.267 -1.768 -0.035 -0.089 -0.247
H 3.609 -1.704 -4.400 0.011 -0.004 -0.010
H 2.580 -2.544 -6.512 0.001 -0.005 -0.006
H 0.184 -3.221 -6.497 0.010 0.000 -0.010
Cl -0.467 -2.261 2.676 0.017 0.009 0.244
C -0.361 -2.406 0.914 0.236 0.022 -0.559
H -1.377 -2.413 0.529 -0.098 -0.193 0.184
H 0.158 -3.329 0.682 -0.169 -0.185 0.124

=====

(4)
59
Properties=species:S:1:pos:R:3:forces:R:3 method="wB97M-V/def2-TZVPD" e_tot_ev=-53911.1766 total_charge=0 e_homo_ev=-9.07 smiles="O=NOCc1cccc2c1C(=O)c1cccc(CCCCSc3nnco3)c1C2=O.c1ccccc1"
O 1.151 3.117 2.026 -0.078 0.429 0.012
N 0.176 2.978 2.640 0.066 -0.527 0.204
O -0.963 2.912 1.784 -0.107 0.088 -0.743
C -1.707 1.718 2.049 0.323 -0.366 0.876
C -0.966 0.509 1.519 -0.353 -0.171 -0.075
C -0.080 -0.157 2.359 0.105 0.017 0.101
C 0.646 -1.266 1.945 -0.157 0.162 -0.460
C 0.508 -1.712 0.639 -0.122 0.025 0.132
C -0.368 -1.056 -0.211 -0.220 0.318 -0.202
C -1.127 0.038 0.213 0.463 -0.096 0.412
C -2.068 0.648 -0.771 0.540 -0.295 -0.009
O -3.145 1.082 -0.463 -0.626 0.468 0.093
C -1.562 0.656 -2.168 0.138 -0.067 -0.390
C -1.851 1.713 -3.016 0.088 0.074 -0.402
C -1.324 1.722 -4.305 0.151 -0.422 0.171
C -0.531 0.667 -4.737 0.013 -0.070 0.329
C -0.233 -0.414 -3.901 -0.518 -0.252 0.306
C 0.664 -1.510 -4.405 0.286 0.174 -0.681
C 2.143 -1.065 -4.554 -0.175 -0.365 0.601
C 2.581 -0.017 -3.520 1.050 -0.040 -0.445
C 3.936 -0.384 -2.908 -0.666 -0.306 -0.114
S 4.478 0.620 -1.491 0.110 -0.303 0.333
C 3.719 2.174 -1.610 0.083 0.826 -0.223
N 4.272 3.289 -1.245 0.896 -0.842 0.049
N 3.358 4.275 -1.428 -0.879 0.711 -0.142
C 2.298 3.717 -1.904 0.824 0.339 0.476
O 2.451 2.391 -2.024 -0.622 -0.768 -0.284
C -0.774 -0.421 -2.609 -0.051 0.502 -0.326
C -0.565 -1.515 -1.620 0.107 0.098 0.420
O -0.586 -2.691 -1.876 0.215 -0.477 -0.393
H -2.700 1.815 1.637 0.006 0.271 -0.267
H -1.808 1.586 3.130 -0.007 0.128 0.101
H 0.049 0.205 3.371 -0.038 0.034 0.070
H 1.318 -1.779 2.613 0.090 0.038 0.160
H 1.075 -2.557 0.279 -0.027 -0.115 -0.072
H -2.468 2.542 -2.706 -0.099 -0.053 0.285
H -1.535 2.547 -4.968 -0.039 0.084 -0.081
H -0.122 0.651 -5.738 0.012 0.128 -0.103
H 0.303 -1.784 -5.397 -0.039 -0.131 -0.055
H 0.621 -2.415 -3.818 -0.211 0.051 0.330
H 2.339 -0.743 -5.573 0.049 0.244 -0.021
H 2.755 -1.954 -4.395 0.023 -0.142 -0.191
H 1.882 0.104 -2.700 -0.259 0.101 -0.125
H 2.736 0.923 -4.041 -0.459 0.340 0.199
H 3.821 -1.384 -2.490 0.193 -0.048 0.222
H 4.705 -0.461 -3.672 0.192 0.311 -0.003
H 1.382 4.192 -2.190 -0.241 -0.075 -0.086
C -1.644 -2.063 4.867 -0.003 -0.038 0.040
C -2.941 -1.571 4.799 0.004 0.039 -0.021
C -3.703 -1.464 5.955 -0.001 0.008 0.008
C -3.169 -1.851 7.176 0.001 -0.007 -0.010
C -1.875 -2.350 7.242 0.006 0.010 0.010
C -1.112 -2.454 6.087 -0.014 0.016 0.005
H -1.051 -2.142 3.967 -0.019 -0.046 -0.021
H -3.357 -1.272 3.845 0.004 -0.003 -0.003
H -4.713 -1.078 5.903 -0.002 -0.001 -0.001
H -3.762 -1.765 8.077 -0.003 -0.006 0.001
H -1.461 -2.656 8.194 0.001 0.005 0.003
H -0.102 -2.841 6.139 -0.002 -0.006 0.003